1.
The following is a DFT calculation (ωB97M-V/def2-TZVPD) of an isolated molecule of C11H14BrNO3S.

Output
SMILES string: COc1ccc(Br)cc1S(=O)(=O)N1CCCC1
Kohn-Sham gap, Eh: 0.34444

Geometry as ORCA input:
```
! RIJCOSX wB97M-V def2-TZVPD def2/J DEFGRID3
* xyz 0 1
Br 1.999 -4.260 0.708
S -0.191 0.643 -0.478
O 0.041 1.130 -1.808
O -1.280 1.216 0.267
O -2.695 -1.276 -1.573
N 1.252 0.770 0.387
C -1.593 -1.792 -1.014
C 1.041 0.918 1.818
C 0.614 -1.902 -0.053
C 1.516 3.086 0.810
C -0.613 -3.937 -0.398
C 0.983 2.432 2.096
C 2.063 1.910 -0.006
C -0.441 -1.148 -0.546
C 0.534 -3.276 0.019
C -1.648 -3.196 -0.910
C -2.827 0.083 -1.952
H 1.886 0.451 2.333
H 1.591 2.688 2.962
H 2.282 3.833 1.007
H 1.501 -1.386 0.275
H -0.043 2.739 2.287
H 0.122 0.405 2.098
H -2.549 -3.675 -1.259
H -2.937 0.730 -1.081
H 0.701 3.555 0.260
H -1.974 0.421 -2.541
H -0.683 -5.012 -0.330
H -3.734 0.114 -2.555
H 3.101 1.688 0.258
H 1.980 2.049 -1.082
*
```

=====

2.
The following is a DFT calculation (ωB97M-V/def2-TZVPD) of a structure of composition C11H14ClNO3.

Output
Kohn-Sham gap, Eh: 0.33673

Geometry as ORCA input:
```
! RIJCOSX wB97M-V def2-TZVPD def2/J DEFGRID3
* xyz 0 1
Cl 0.291 1.993 1.966
O 0.017 2.044 -1.506
O 3.120 1.437 0.453
O 0.109 -1.836 0.502
N 1.783 -0.114 -0.735
C -3.088 0.250 0.637
C 2.322 -1.130 0.079
C -0.940 1.447 0.683
C 2.141 1.225 -0.276
C 1.375 -1.524 1.074
C -0.864 1.492 -0.591
C -3.208 0.608 -0.736
C -2.075 1.253 -1.261
C -0.092 -2.996 -0.186
C 1.325 2.439 -1.086
C -2.006 0.995 1.494
H -3.988 -0.051 1.354
H -2.014 1.171 -2.239
H 0.520 -2.792 -1.200
H 1.125 -0.833 1.857
H -3.838 0.256 -1.272
H 2.457 -1.820 -0.453
H -1.979 0.694 2.587
H 0.170 -3.921 0.384
H 0.849 0.056 -0.964
H 3.168 -0.626 0.397
H -1.267 -3.109 -0.457
H 1.591 -2.718 1.580
H 1.183 3.364 -0.121
H 1.813 2.745 -1.963
*
```

=====

3.
The following is a DFT calculation (ωB97M-V/def2-TZVPD) of a structure of composition C11H14ClNO3Zr.

Output
Kohn-Sham gap (spin up / spin down), Eh: 0.11755 / 0.11750

Geometry as ORCA input:
```
! RIJCOSX wB97M-V def2-TZVPD def2/J DEFGRID3
* xyz 2 1
Zr 0.643 -0.372 -0.550
Cl -3.354 -3.329 -0.009
O 3.360 0.113 1.030
O -0.563 0.790 0.475
O 0.983 -3.174 1.566
N -1.019 1.241 2.718
C 0.572 -2.427 0.763
C -0.978 0.604 -3.521
C 0.276 0.653 3.172
C 2.454 0.032 0.379
C 1.472 0.397 -2.624
C 0.168 -0.144 -2.948
C 0.190 -1.563 -2.758
C -2.012 1.688 3.712
C 1.553 -1.918 -2.436
C 2.331 -0.705 -2.290
C -1.311 1.309 1.422
H -1.525 1.633 4.649
H -2.315 2.690 3.480
H -2.867 1.037 3.683
H -2.261 1.841 1.112
H 1.919 -2.943 -2.315
H -0.924 0.681 -4.625
H 1.113 1.259 2.840
H 1.729 1.458 -2.668
H 0.212 0.654 4.248
H 3.403 -0.659 -2.056
H -1.029 1.634 -3.124
H -0.674 -2.205 -2.852
H 0.388 -0.367 2.804
H -1.929 0.092 -3.278
*
```

=====

4.
The following is a DFT calculation (ωB97M-V/def2-TZVPD) of a structure of composition C11H14DyN2O2.

Output
<S²>: 9.33
Kohn-Sham gap (spin up / spin down), Eh: 0.24535 / 0.23995

Geometry as ORCA input:
```
! RIJCOSX wB97M-V def2-TZVPD def2/J DEFGRID3
* xyz -1 6
Dy -0.630 0.146 -0.646
O -0.163 0.555 2.733
O 2.451 -1.421 -0.274
N 0.057 1.854 -0.436
N 0.929 -0.366 0.999
C -0.085 -1.587 -2.201
C 0.802 -0.047 2.293
C 2.858 -1.198 2.084
C 1.954 -0.509 3.125
C -1.230 2.353 0.174
C -1.432 -1.818 -1.805
C -1.352 0.204 -2.905
C 2.082 -1.021 0.817
C -0.034 -0.334 -2.878
C -2.215 -0.708 -2.232
C -2.232 1.173 0.242
H 0.766 -2.237 -1.994
H 2.462 0.362 3.593
H -1.640 1.169 -3.325
H -1.796 -2.675 -1.236
H 3.843 -0.692 2.005
H 1.603 -1.226 3.898
H 0.709 2.602 -0.674
H -2.439 0.837 1.269
H 0.862 0.138 -3.287
H -1.021 2.763 1.183
H -3.164 1.374 -0.305
H 2.983 -2.280 2.307
H -1.643 3.168 -0.454
H -3.285 -0.579 -2.071
*
```

=====

Molecular weight list, top to bottom, in g mol⁻¹: 320.208; 243.690; 334.914; 368.745
DFT total energy list, top to bottom, in eV: -100143.214; -31780.651; -33049.940; -42791.985
F_max list, top to bottom, in eV/A: 1.26; 13.72; 5.82; 7.67